The following is a DFT calculation (ωB97M-V with the def2-TZVPD basis set) of a structure of composition C28H40N5O3SeSi2Sr.

Properties
HOMO energy = -4.2 eV
charge = -1
energy = -125220.4147 eV
frontier orbital gap = 6.46 eV
energy relative to the best compared isomer or geometry (same formula, charge and spin) = 0.286 eV
spin multiplicity = 1

XYZ file:
```
80
C28H40N5O3SeSi2Sr (ωB97M-V with the def2-TZVPD basis set)
Sr -1.20 -0.88 -1.18
C 3.38 4.77 7.57
O 3.55 3.56 6.86
C 3.90 3.65 5.54
C 4.02 2.43 4.87
C 4.36 2.41 3.53
C 4.59 3.61 2.85
C 4.51 4.80 3.53
C 4.14 4.84 4.87
N 5.07 3.62 1.50
N 4.46 3.07 0.56
C 3.17 2.52 0.65
C 2.13 2.99 1.43
C 0.85 2.46 1.36
C 0.52 1.37 0.54
O -0.63 0.84 0.50
C 1.59 0.92 -0.35
N 1.27 -0.03 -1.26
C 2.16 -0.43 -2.13
C 3.47 0.07 -2.15
C 3.83 1.03 -1.24
C 2.88 1.50 -0.31
H 3.09 4.50 8.58
H 2.60 5.39 7.12
H 4.32 5.34 7.61
H 3.84 1.52 5.41
H 4.44 1.47 3.00
H 4.72 5.73 3.01
H 4.07 5.79 5.38
H 2.29 3.83 2.10
H 0.06 2.87 1.98
H 1.84 -1.17 -2.86
H 4.18 -0.29 -2.89
H 4.82 1.45 -1.23
C -2.31 -3.28 -4.45
N -3.43 -2.65 -3.77
C -3.94 -1.41 -4.11
C -4.90 -1.11 -3.22
N -4.96 -2.16 -2.33
C -5.90 -2.30 -1.23
C -4.07 -3.13 -2.68
Se -3.87 -4.75 -1.84
H -2.59 -3.51 -5.48
H -2.09 -4.20 -3.92
H -1.48 -2.58 -4.43
H -3.52 -0.85 -4.93
H -5.52 -0.23 -3.13
H -6.50 -1.39 -1.18
H -5.37 -2.46 -0.30
H -6.55 -3.16 -1.40
C 0.31 -4.65 2.88
Si -0.76 -4.21 1.36
C -2.52 -4.16 2.04
C -0.60 -5.70 0.21
C -0.32 -2.67 0.52
H 0.01 -5.58 3.36
H 0.25 -3.85 3.63
H 1.36 -4.74 2.59
H -2.80 -5.09 2.55
H -3.24 -4.00 1.23
H -2.63 -3.35 2.76
H -0.99 -6.61 0.66
H 0.45 -5.87 -0.04
H -1.15 -5.52 -0.72
H 0.68 -2.78 0.05
H -0.21 -1.85 1.26
C 0.04 2.23 -3.64
Si -1.49 1.12 -3.67
C -2.49 1.60 -2.08
C -2.56 1.69 -5.12
O -1.19 -0.45 -3.70
H -0.08 3.15 -4.22
H 0.89 1.69 -4.05
H 0.30 2.51 -2.62
H -3.08 2.50 -2.31
H -1.88 1.89 -1.22
H -3.24 0.87 -1.77
H -2.65 2.78 -5.15
H -3.57 1.29 -5.05
H -2.13 1.37 -6.07
```